1.
# C4H11BBiClF4Fe

A molecular structure, C4H11BBiClF4Fe (ωB97M-V/def2-TZVPD, the Open Molecules 2025 dataset).

Each line ends with the natural charge from an NBO analysis.
Cartesian coordinates (Å):
C  -2.07  1.03  -1.28  -0.771
H  -2.57  1.11  1.57  0.206
C  -3.01  0.32  0.94  -1.053
B  3.71  0.46  2.26  1.370
H  -1.29  -1.70  -2.46  0.203
Cl  0.03  -1.02  0.91  -0.587
H  1.97  -0.26  -1.75  0.212
Bi  1.39  1.28  0.39  1.039
C  2.57  -0.17  -0.84  -1.045
H  -3.91  0.73  0.47  0.195
H  -2.06  0.96  -2.40  0.168
F  4.16  0.64  3.52  -0.537
H  -2.59  -2.42  -1.47  0.196
F  3.83  1.66  1.45  -0.569
F  4.16  -0.64  1.56  -0.546
H  2.59  -1.12  -0.33  0.241
H  -2.93  -0.97  -2.49  0.199
F  2.16  0.31  2.37  -0.580
H  -2.58  1.92  -0.83  0.169
Fe  -1.65  -0.36  -0.30  1.149
H  -3.31  -0.51  1.62  0.196
C  -2.17  -1.46  -1.84  -1.080
H  3.58  0.23  -1.05  0.224

Results
DFT total energy: -2521.9215 Eh
Charge: -1
HOMO energy (spin up / spin down): -2.7 / -5.2 eV
2S+1: 6
HOMO-LUMO gap (spin up / spin down): 5.6 / 7.9 eV
E_LUMO (spin up / spin down): 2.833 / 2.724 eV


2.
# C6H8N

A gas-phase ion, C6H8N (charge +1) (ωB97M-V/def2-TZVPD, the Open Molecules 2025 dataset).

Each line ends with the natural charge from an NBO analysis.
Cartesian coordinates (Å):
C  0.52  -0.31  -0.11  0.105
C  0.73  -1.63  0.53  -0.456
H  1.93  -1.13  -1.38  0.250
N  -1.63  0.26  0.61  -0.166
H  0.20  -2.41  0.03  0.233
H  -1.25  2.42  -0.63  0.241
H  0.07  1.83  -1.81  0.279
H  1.07  -1.90  1.50  0.264
C  -0.20  1.96  -0.72  -0.668
H  0.41  2.61  -0.05  0.267
H  2.79  -0.91  0.14  0.276
H  -3.43  -0.47  1.47  0.291
C  -0.33  0.71  -0.03  0.107
C  -2.71  -0.07  0.80  0.402
C  1.82  -0.96  -0.33  -0.425

Results
DFT total energy: -287.7552 Eh
Charge: +1
HOMO energy: -14.3 eV
HOMO-LUMO gap: 9.1 eV
Energy relative to the best compared isomer or geometry (same formula, charge and spin): 126.2 kcal/mol
E_LUMO: -5.199 eV
SMILES: C#[N+]C(C)=C1CC1


3.
# C18H20N3O4S4Yb

A molecular structure, C18H20N3O4S4Yb (ωB97M-V/def2-TZVPD, the Open Molecules 2025 dataset).

Each line ends with the natural charge from an NBO analysis.
Cartesian coordinates (Å):
H  13.89  9.44  15.63  0.226
N  8.58  6.73  12.59  -0.908
C  8.73  7.61  17.55  0.093
C  7.63  7.96  10.01  -0.108
H  8.52  7.32  10.13  0.258
O  10.19  5.26  15.64  -0.462
H  8.77  7.20  19.68  0.199
C  9.12  7.87  18.86  -0.388
O  6.11  7.17  13.39  -0.960
H  7.97  6.82  17.24  0.196
H  10.76  10.45  20.24  0.237
S  7.25  7.74  12.75  2.302
N  9.30  8.28  16.50  -0.573
H  15.22  9.28  14.55  0.149
C  7.33  8.55  8.80  -0.218
C  13.04  9.10  12.47  -0.151
C  10.49  9.42  20.36  -0.644
C  10.06  8.91  19.04  0.240
H  7.59  5.06  11.72  0.137
H  9.43  5.00  12.01  0.167
S  10.84  10.28  15.43  -0.321
C  5.95  9.93  7.34  -0.624
S  12.64  7.19  14.38  -0.505
O  7.94  8.85  13.35  -0.939
N  10.56  9.57  17.96  -0.486
H  14.17  10.67  14.40  0.191
C  14.11  9.59  14.60  -0.633
C  13.24  8.72  13.80  -0.251
H  13.70  10.02  10.68  0.213
C  8.50  5.57  12.08  -0.351
Yb  10.08  7.94  14.06  1.050
C  6.83  8.23  11.13  -0.377
S  11.46  8.95  11.75  -0.493
H  7.81  8.24  7.89  0.201
H  14.44  10.60  12.13  0.190
C  10.33  4.09  15.72  1.034
H  4.82  8.99  11.82  0.235
C  5.44  9.63  9.78  -0.230
H  4.59  10.28  9.68  0.192
C  5.63  8.95  11.02  -0.157
C  6.24  9.42  8.69  -0.050
H  5.47  10.96  7.46  0.204
H  5.20  9.39  6.69  0.210
H  6.90  10.13  6.78  0.218
C  10.12  9.27  16.72  0.295
H  15.06  9.13  11.49  0.186
H  9.76  9.37  21.18  0.198
H  11.33  8.82  20.75  0.215
O  10.66  3.00  16.03  -0.550
C  14.14  9.69  11.58  -0.656

Results
DFT total energy: -3914.5825 Eh
Charge: -2
HOMO energy (spin up / spin down): 0.9 / 0.9 eV
2S+1: 2
HOMO-LUMO gap (spin up / spin down): 3.2 / 3.2 eV
Energy relative to the best compared isomer or geometry (same formula, charge and spin): 46.9 kcal/mol
E_LUMO (spin up / spin down): 4.195 / 4.189 eV


4.
# C6H12ClNaO10

A molecular structure, C6H12ClNaO10 (ωB97M-V/def2-TZVPD, the Open Molecules 2025 dataset).

Each line ends with the natural charge from an NBO analysis.
Cartesian coordinates (Å):
O  -7.37  -14.73  7.30  -0.479
O  -2.86  -13.03  8.24  -0.873
H  -3.63  -14.27  8.42  0.251
C  -5.71  -7.80  5.91  0.986
H  -8.24  -13.38  8.45  0.192
H  -3.07  -15.39  7.17  0.213
Cl  -2.96  -12.05  7.21  2.569
C  -6.16  -14.35  7.74  1.037
C  -3.87  -15.19  7.89  -0.296
H  -4.44  -5.57  6.27  0.191
C  -5.08  -5.60  5.39  -0.255
Na  -5.34  -11.81  8.35  0.949
O  -2.98  -12.89  6.08  -0.845
H  -9.39  -14.31  7.58  0.212
O  -6.37  -7.54  6.97  -0.707
H  -3.83  -16.00  8.61  0.173
H  -4.61  -5.08  4.56  0.199
H  -6.00  -5.06  5.64  0.196
O  -4.06  -11.13  7.35  -0.926
O  -5.12  -8.86  5.64  -0.456
O  -5.28  -6.97  5.03  -0.487
O  -1.74  -11.28  7.12  -0.826
H  -4.44  -10.78  6.12  0.280
O  -5.25  -15.27  7.43  -0.482
C  -5.25  -10.08  6.31  -0.261
H  -5.49  -10.03  7.38  0.133
H  -8.55  -13.03  6.67  0.199
H  -6.04  -10.69  5.87  0.159
O  -5.91  -13.40  8.39  -0.777
C  -8.44  -13.78  7.46  -0.270

Results
DFT total energy: -1610.1924 Eh
HOMO energy: -9.6 eV
HOMO-LUMO gap: 9.2 eV
Energy relative to the best compared isomer or geometry (same formula, charge and spin): 204.3 kcal/mol
E_LUMO: -0.357 eV


5.
# C26H18BrCl5NO9PS2W

A molecular structure, C26H18BrCl5NO9PS2W (ωB97M-V/def2-TZVPD, the Open Molecules 2025 dataset).

Each line ends with the natural charge from an NBO analysis.
Cartesian coordinates (Å):
O  0.93  -3.82  -2.51  -0.854
Cl  -5.27  0.31  -4.64  0.126
C  2.57  0.31  -1.47  0.776
C  -2.14  0.74  -2.24  0.289
C  2.97  -1.89  1.36  0.171
C  -1.83  2.75  2.13  -0.217
C  -2.14  -3.13  -0.24  -0.407
Cl  -3.48  -1.51  -2.92  0.093
H  0.08  -0.74  3.62  0.272
O  -1.25  -0.04  -1.53  -0.630
W  0.02  -0.31  -0.24  2.233
O  2.92  0.65  -2.53  -0.397
C  -2.44  3.99  2.03  -0.178
H  2.51  0.41  2.86  0.267
H  -3.85  -3.56  0.98  0.261
H  -2.43  1.88  2.32  0.227
O  -2.27  -2.45  2.29  -0.828
H  2.64  1.71  1.66  0.262
C  2.06  1.33  2.50  -0.956
H  -3.48  -5.96  -2.53  0.255
C  -0.44  2.66  1.96  -0.336
Br  2.09  -2.48  2.92  0.158
C  -3.86  2.39  -3.67  -0.063
N  2.42  -1.00  0.53  -0.474
O  -1.96  -0.56  0.73  -0.904
C  -0.31  5.03  1.62  -0.191
C  5.02  -1.99  0.12  -0.106
Cl  -0.86  2.76  -1.07  0.139
H  -4.76  -5.29  -0.50  0.255
S  -1.71  -2.01  1.07  2.386
C  -1.43  -3.48  -1.42  -0.215
H  5.00  -0.70  -1.63  0.273
C  -4.02  1.00  -3.70  -0.071
C  -3.32  -3.80  0.06  -0.139
H  -1.49  -0.03  3.23  0.273
H  1.39  3.75  1.59  0.224
C  -1.69  5.13  1.78  -0.153
H  6.02  -2.38  -0.03  0.263
C  4.26  -2.41  1.19  -0.221
H  0.27  5.92  1.44  0.244
H  4.63  -3.12  1.90  0.267
Cl  -4.89  3.39  -4.58  0.138
O  -0.18  -1.92  1.03  -0.908
O  -0.48  -1.96  -3.35  -0.868
S  -0.02  -2.78  -2.30  2.371
C  -3.83  -4.80  -0.76  -0.170
C  -2.87  2.95  -2.86  -0.063
O  0.69  -1.84  -1.19  -0.920
C  4.47  -1.06  -0.76  -0.153
C  -2.01  2.12  -2.15  -0.121
H  -1.39  -4.81  -3.08  0.262
H  2.07  2.07  3.30  0.279
Cl  -2.70  4.65  -2.74  0.113
C  -0.45  0.19  3.43  -0.966
O  1.31  0.79  -0.96  -0.674
C  -3.12  -5.16  -1.89  -0.137
C  3.19  -0.62  -0.50  0.040
H  -2.17  6.09  1.71  0.244
C  0.32  3.80  1.71  -0.213
C  -1.93  -4.51  -2.20  -0.193
H  -3.51  4.07  2.17  0.241
P  0.34  1.05  2.05  1.132
C  -3.18  0.16  -2.97  -0.087
H  -0.38  0.85  4.29  0.278

Results
DFT total energy: -7812.7801 Eh
Charge: +2
HOMO energy: -14.1 eV
HOMO-LUMO gap: 5.8 eV
Energy relative to the best compared isomer or geometry (same formula, charge and spin): 65.7 kcal/mol
E_LUMO: -8.280 eV


6.
# C18H19NO5S

A molecular structure, C18H19NO5S (ωB97M-V/def2-TZVPD, the Open Molecules 2025 dataset).

Each line ends with the natural charge from an NBO analysis.
Cartesian coordinates (Å):
H  4.88  -1.61  1.41  0.237
H  7.09  2.84  0.06  0.180
C  4.30  -0.06  -0.23  -0.281
C  -5.26  1.55  0.11  -0.147
C  -5.11  3.58  1.04  -0.621
H  -1.77  -1.61  1.12  0.183
H  -3.24  -2.57  1.11  0.253
H  2.70  -2.77  1.39  0.273
C  -4.57  2.40  0.68  -0.114
O  -3.60  -2.03  -1.95  -0.922
C  4.08  -1.15  0.63  -0.112
C  0.25  -3.32  0.58  0.677
H  3.46  1.24  -1.59  0.220
C  -2.21  -2.28  0.66  -0.525
H  1.30  -0.12  -1.79  0.233
H  7.86  1.76  -1.14  0.197
H  -6.37  1.51  0.45  0.203
H  6.92  3.29  -1.68  0.195
H  -5.14  4.62  0.28  0.231
C  2.00  -0.29  -1.09  -0.322
O  -1.47  -1.04  -1.52  -0.993
O  0.80  -3.83  1.45  -0.547
H  -4.43  4.17  1.65  0.229
H  -1.50  0.98  -0.19  0.237
C  -4.73  0.03  -0.35  -0.012
H  -5.37  -0.56  -0.68  0.190
O  6.43  0.22  0.84  -0.582
N  0.61  -2.15  -0.08  -0.683
H  -2.43  3.14  0.84  0.221
C  2.98  -1.93  0.71  -0.274
C  -3.28  0.12  -0.42  -0.438
H  -1.43  -4.45  0.96  0.211
C  6.92  2.42  -0.81  -0.248
C  3.32  0.12  -1.09  -0.073
H  -6.11  3.47  1.48  0.233
O  5.68  1.51  -1.06  -0.534
C  -2.53  1.23  -0.04  -0.214
C  -3.07  2.25  0.56  -0.145
C  5.55  0.56  0.00  0.791
C  1.86  -1.29  -0.13  0.243
C  -1.14  -3.38  0.15  -0.469
H  -0.10  -1.65  -0.65  0.420
H  -1.46  -3.61  -0.75  0.234
S  -2.63  -1.31  -0.93  2.164

Results
DFT total energy: -1525.9930 Eh
HOMO energy: -8.7 eV
HOMO-LUMO gap: 8.2 eV
Energy relative to the best compared isomer or geometry (same formula, charge and spin): 319.5 kcal/mol
E_LUMO: -0.570 eV


7.
# C5H2O

C5H2O in the gas phase (ωB97M-V/def2-TZVPD, the Open Molecules 2025 dataset).

Each line ends with the natural charge from an NBO analysis.
Cartesian coordinates (Å):
C  0.01  0.99  0.11  0.450
C  -2.23  -0.52  0.07  -0.145
C  -1.24  0.17  0.05  -0.109
C  2.20  -0.56  -0.03  -0.132
C  1.28  0.22  0.26  -0.116
O  0.00  2.21  -0.03  -0.454
H  -3.02  -1.24  -0.17  0.251
H  3.01  -1.27  -0.25  0.255

Results
DFT total energy: -266.7981 Eh
HOMO energy: -10.7 eV
HOMO-LUMO gap: 10.0 eV
Energy relative to the best compared isomer or geometry (same formula, charge and spin): 13.0 kcal/mol
E_LUMO: -0.664 eV
SMILES: C#CC(=O)C#C